Below is C42H41NO3P2PbS as an isolated structure in a non-equilibrium geometry, with properties calculated with ωB97M-V/def2-TZVPD.

Results
orbital gap (alpha / beta): 4.45 / 3.83 eV
lowest unoccupied orbital energy (alpha / beta): -8.430 / -9.054 eV
total energy: -3178.4992 hartree
total charge: +2
HOMO (alpha / beta): -12.88 / -12.88 eV

XYZ file:
```
91
C42H41NO3P2PbS ωB97M-V/def2-TZVPD
Pb 1.366 2.729 2.050
C 5.752 0.870 0.045
C 4.925 0.386 -0.891
C 4.462 -1.013 -1.141
C 3.255 -1.321 -0.226
C 3.598 -1.725 1.171
C 4.759 -1.458 1.794
C 6.154 -1.328 1.228
C 6.535 0.161 1.101
C 0.917 1.801 3.963
H 5.796 1.960 0.172
H 4.504 1.092 -1.612
H 5.217 -1.757 -0.941
H 4.160 -1.126 -2.201
H 2.587 -0.437 -0.248
H 2.703 -2.147 -0.683
H 2.831 -2.308 1.715
H 4.730 -1.290 2.881
H 6.302 -1.887 0.286
H 6.830 -1.757 1.979
H 6.340 0.665 2.069
H 7.628 0.260 0.920
H 1.384 2.344 4.792
H 1.374 0.810 3.883
H -0.173 1.736 4.106
P -3.678 0.303 -2.749
P -4.621 -1.719 -0.230
C -3.525 -1.503 -2.788
C -4.019 -2.327 -1.823
C -4.571 0.586 -4.367
C -4.555 -0.349 -5.415
C -5.299 -0.129 -6.582
C -6.089 1.019 -6.710
C -6.149 1.936 -5.650
C -5.400 1.726 -4.487
C -1.905 0.735 -3.024
C -1.002 0.416 -1.987
C 0.342 0.775 -2.092
C 0.820 1.409 -3.248
C -0.068 1.669 -4.300
C -1.427 1.358 -4.184
C -6.119 -2.834 -0.157
C -7.105 -2.672 -1.153
C -8.288 -3.416 -1.097
C -8.492 -4.352 -0.070
C -7.484 -4.557 0.881
C -6.309 -3.793 0.850
C -3.489 -2.508 0.978
C -3.472 -1.997 2.295
C -2.633 -2.571 3.250
C -1.786 -3.633 2.903
C -1.792 -4.123 1.594
C -2.616 -3.543 0.623
H -2.940 -1.890 -3.637
H -4.040 -3.422 -1.954
H -3.975 -1.269 -5.323
H -5.269 -0.868 -7.386
H -6.663 1.191 -7.625
H -6.797 2.813 -5.731
H -5.457 2.435 -3.656
H -1.355 -0.127 -1.106
H 1.028 0.552 -1.271
H 1.878 1.681 -3.329
H 0.312 2.117 -5.220
H -2.107 1.581 -5.009
H -6.939 -1.971 -1.977
H -9.058 -3.268 -1.856
H -9.431 -4.913 -0.006
H -7.613 -5.314 1.656
H -5.531 -3.957 1.598
H -4.114 -1.154 2.561
H -2.635 -2.189 4.272
H -1.118 -4.070 3.649
H -1.148 -4.960 1.317
H -2.571 -3.898 -0.406
O 3.386 5.772 2.205
C 3.936 4.885 2.860
N 3.373 3.625 3.048
S 4.221 2.632 4.075
O 3.655 2.633 5.393
O 4.460 1.373 3.394
C 5.634 3.693 4.076
C 6.892 3.476 4.662
C 7.835 4.525 4.626
C 7.461 5.783 4.108
C 6.184 5.978 3.568
C 5.278 4.911 3.517
H 7.137 2.525 5.135
H 8.845 4.385 5.017
H 8.186 6.600 4.124
H 5.855 6.939 3.159
```

Results of the Löwdin charge analysis, in e, for atoms 1 through 2: atom 1 (Pb): 1.2194, atom 2 (C): -0.0798

Below is C42H42CdN6O6S as an isolated structure in a non-equilibrium geometry, with properties calculated with ωB97M-V/def2-TZVPD.

Results
orbital gap (alpha / beta): 7.48 / 3.46 eV
lowest unoccupied orbital energy (alpha / beta): -0.415 / -1.241 eV
total energy: -2971.3385 hartree
HOMO (alpha / beta): -7.89 / -4.70 eV

XYZ file:
```
98
C42H42CdN6O6S ωB97M-V/def2-TZVPD
Cd 2.113 1.409 -0.422
O 1.925 1.620 7.346
N 2.704 2.060 6.471
O 3.540 2.955 6.736
C 2.347 1.675 5.091
C 1.469 0.630 5.061
C 1.060 0.116 3.781
C 0.175 -0.987 3.618
C -0.406 -1.218 2.386
C 0.100 -0.540 1.263
N 1.152 0.299 1.346
C 1.563 0.709 2.539
C 2.450 1.825 2.683
N 2.752 2.551 1.565
C 3.570 3.634 1.644
C 4.345 3.858 2.795
C 4.012 3.170 3.965
C 2.973 2.196 3.921
H 0.983 0.330 5.942
H -0.060 -1.580 4.526
H -1.207 -1.894 2.155
H -0.452 -0.582 0.352
H 3.640 4.256 0.717
H 5.226 4.551 2.689
H 4.364 3.357 4.921
N 4.610 0.328 -2.893
C 4.881 -0.055 -1.607
C 6.263 -0.336 -1.326
C 6.642 -0.969 -0.154
C 5.618 -1.218 0.807
C 4.323 -0.870 0.528
N 3.979 -0.243 -0.629
C 3.359 0.505 -3.499
C 3.352 0.531 -4.892
C 2.091 0.311 -5.499
C 0.934 0.215 -4.683
C 1.068 0.329 -3.342
N 2.263 0.550 -2.750
H 5.365 0.232 -3.554
H 6.955 -0.210 -2.183
H 7.642 -1.379 -0.045
H 5.728 -1.926 1.640
H 3.470 -1.136 1.164
H 4.332 0.370 -5.373
H 2.050 0.302 -6.615
H -0.078 0.091 -5.153
H 0.274 0.244 -2.637
C -6.193 -1.050 -2.936
C -5.470 -0.617 -1.622
C -4.000 -1.086 -1.576
C -5.585 0.874 -1.339
C -5.996 1.749 -2.292
C -6.386 3.080 -1.933
C -6.256 3.589 -0.676
C -5.789 2.743 0.322
C -6.009 3.157 1.800
C -6.565 4.618 1.932
C -4.673 3.134 2.532
C -5.361 1.381 0.028
O -4.863 0.596 0.877
H -6.158 -2.166 -2.997
H -5.643 -0.537 -3.786
H -7.214 -0.696 -2.837
H -5.961 -1.149 -0.793
H -3.298 -0.518 -2.172
H -3.857 -2.200 -1.815
H -3.581 -0.947 -0.558
H -6.003 1.549 -3.336
H -6.760 3.709 -2.725
H -6.428 4.700 -0.552
H -6.595 2.427 2.365
H -5.792 5.331 1.770
H -7.045 4.749 2.919
H -7.428 4.790 1.224
H -3.819 3.737 2.073
H -4.324 2.071 2.495
H -4.790 3.303 3.676
O 0.463 2.855 -0.628
C -0.696 2.571 -0.954
O -1.240 1.441 -1.001
H -1.453 3.391 -1.260
C -0.264 -5.706 0.556
S 0.587 -4.258 0.163
O -0.199 -3.539 -0.887
C 2.035 -4.832 -0.757
C 3.159 -5.440 -0.165
C 4.245 -5.894 -0.929
C 4.204 -5.746 -2.306
C 3.108 -5.184 -2.913
C 2.016 -4.745 -2.136
H -0.394 -6.292 -0.399
H -1.263 -5.505 0.886
H 0.265 -6.292 1.315
H 3.350 -5.461 0.894
H 5.212 -6.139 -0.475
H 5.060 -6.105 -2.917
H 3.060 -5.187 -3.980
H 1.129 -4.319 -2.569
```

Results of the Löwdin charge analysis, in e, for atoms 1 through 2: atom 1 (Cd): 1.4104, atom 2 (O): -0.0308

Below is C42H42MnN7S3Se as an isolated structure in a non-equilibrium geometry, with properties calculated with ωB97M-V/def2-TZVPD.

Results
orbital gap (alpha / beta): 5.86 / 5.80 eV
lowest unoccupied orbital energy (alpha / beta): -1.684 / -1.820 eV
total energy: -6755.9908 hartree
HOMO (alpha / beta): -7.54 / -7.62 eV
2S+1: 5

XYZ file:
```
96
C42H42MnN7S3Se ωB97M-V/def2-TZVPD
Mn -0.008 -0.692 0.184
C -4.186 3.386 -0.968
C -4.289 2.143 -0.359
C -3.251 1.230 -0.455
C -2.116 1.556 -1.184
C -2.007 2.805 -1.795
C -3.038 3.716 -1.681
N -1.049 0.594 -1.283
N -0.483 0.652 -2.365
C 0.685 -0.137 -2.530
C 1.192 -0.229 -3.804
C 2.340 -0.979 -4.008
C 2.942 -1.580 -2.921
C 2.370 -1.429 -1.668
N 1.259 -0.722 -1.485
H -4.998 4.098 -0.886
H -5.180 1.876 0.195
H -3.339 0.261 0.014
H -1.103 3.059 -2.331
H -2.943 4.691 -2.142
H 0.671 0.284 -4.603
H 2.758 -1.089 -4.999
H 3.843 -2.170 -3.029
H 2.802 -1.891 -0.788
C 2.622 -4.088 2.229
C 2.964 -2.677 1.819
C 4.276 -2.308 1.545
C 4.581 -0.993 1.192
C 6.012 -0.586 0.927
C 3.563 -0.051 1.089
C 2.227 -0.378 1.377
C 1.962 -1.711 1.746
N 1.126 0.467 1.217
C 1.157 1.920 1.475
C -0.266 2.364 1.850
C -0.342 3.875 2.095
C 0.096 4.622 0.829
C 1.531 4.219 0.476
C 2.462 4.569 1.642
C 2.009 3.822 2.904
C 0.580 4.240 3.259
C 2.071 2.307 2.654
C 1.588 2.707 0.222
H 2.890 -4.259 3.274
H 3.173 -4.812 1.627
H 1.557 -4.285 2.117
H 5.070 -3.047 1.610
H 6.607 -1.431 0.578
H 6.476 -0.215 1.845
H 6.068 0.211 0.184
H 3.810 0.943 0.737
H 0.965 -1.997 2.058
H -0.581 1.818 2.742
H -0.953 2.085 1.048
H -1.372 4.141 2.340
H 0.040 5.704 0.990
H -0.580 4.375 0.002
H 1.853 4.748 -0.426
H 2.438 5.649 1.824
H 3.496 4.301 1.395
H 2.682 4.064 3.731
H 0.539 5.316 3.457
H 0.254 3.725 4.169
H 1.748 1.766 3.549
H 3.106 2.031 2.467
H 2.603 2.414 -0.068
H 0.921 2.439 -0.607
Se -1.699 -0.908 1.819
C -1.099 -1.081 3.615
C -1.980 -1.662 4.520
C -1.583 -1.791 5.841
N -0.390 -1.402 6.305
C 0.440 -0.848 5.421
C 0.136 -0.660 4.079
H -2.954 -2.008 4.196
H -2.253 -2.240 6.567
H 1.408 -0.537 5.804
H 0.852 -0.202 3.414
S -5.951 -2.182 -2.339
C -4.362 -2.611 -2.164
S -3.464 -2.331 -0.705
C -1.990 -2.939 -1.447
N -2.176 -3.336 -2.657
N -3.501 -3.192 -3.042
C -3.794 -3.600 -4.384
C -2.845 -3.357 -5.366
C -3.099 -3.738 -6.675
C -4.298 -4.358 -7.003
C -5.233 -4.609 -6.008
C -4.985 -4.237 -4.694
S -0.443 -2.983 -0.663
H -1.911 -2.884 -5.095
H -2.356 -3.551 -7.441
H -4.501 -4.644 -8.028
H -6.165 -5.106 -6.249
H -5.711 -4.439 -3.920
```

Results of the Löwdin charge analysis, in e, for atoms 1 through 2: atom 1 (Mn): 0.4164, atom 2 (C): -0.0642

Sequential molecular weight output: 909.01, 871.31, 874.95 g mol⁻¹
Sequential ΔE to the lowest compared entry with this formula, charge and spin output: 34.3, 31.8, 0.0 kcal per mole